## i
{
  "formula": "C2H13NO4",
  "method": "ωB97M-V with the def2-TZVPD basis set",
  "multiplicity": 1,
  "gap_ev": 9.68,
  "lumo_energy_ev": 0.71,
  "symbols": ["C", "C", "N", "H", "H", "H", "H", "H", "H", "H", "O", "H", "H", "O", "H", "H", "O", "H", "H", "O"],
  "positions_angstrom": [[1.392, 0.104, 1.609], [0.262, -0.597, 1.484], [-1.004, -0.051, 1.236], [1.348, 1.179, 1.476], [2.324, -0.383, 1.845], [0.265, -1.679, 1.531], [-1.009, 0.957, 1.392], [-1.755, -0.543, 1.707], [0.124, 3.395, -0.175], [-0.763, 2.264, -0.639], [-0.591, 2.826, 0.134], [-0.142, -3.278, -1.475], [0.300, -1.839, -1.171], [-0.379, -2.510, -0.979], [1.691, -0.232, -0.634], [0.696, 0.165, -1.718], [1.393, -0.486, -1.503], [-1.743, -0.065, -2.015], [-1.160, 0.169, -0.606], [-1.248, 0.603, -1.499]],
  "mulliken_charge": [-0.9614, 0.0302, -0.5261, 0.3111, 0.3454, 0.3121, 0.1865, 0.2089, 0.3079, 0.3863, -0.6312, 0.3003, 0.4155, -0.6355, 0.3281, 0.3921, -0.7941, 0.3743, 0.4348, -0.7853]
}


## ii
{
  "formula": "C2H13NO4",
  "method": "ωB97M-V with the def2-TZVPD basis set",
  "multiplicity": 1,
  "gap_ev": 8.71,
  "lumo_energy_ev": 0.46,
  "symbols": ["C", "C", "N", "H", "H", "H", "H", "H", "H", "H", "O", "H", "H", "O", "H", "H", "O", "H", "H", "O"],
  "positions_angstrom": [[-1.096, 1.767, 0.082], [-2.283, 1.881, 0.708], [-2.312, 2.273, 2.014], [-0.223, 1.799, 0.648], [-0.938, 1.276, -0.880], [-3.347, 1.617, 0.272], [-1.523, 1.936, 2.376], [-3.141, 2.323, 2.582], [2.977, -1.980, -4.627], [4.487, -2.216, -4.550], [3.678, -2.632, -4.309], [-0.183, -0.914, 1.094], [-0.005, -2.169, 2.206], [-0.373, -1.894, 1.367], [0.516, 0.444, 4.474], [-0.563, -0.379, 3.820], [0.155, 0.141, 3.664], [1.467, -0.513, -2.435], [1.021, 0.404, -3.550], [1.030, -0.543, -3.255]],
  "mulliken_charge": [-1.0414, 0.2599, -0.4443, 0.3376, 0.2292, 0.2520, 0.1986, 0.2299, 0.3345, 0.3069, -0.6404, 0.3452, 0.3034, -0.6547, 0.2759, 0.3112, -0.5963, 0.3107, 0.3267, -0.6445]
}


Which is the most stable structure? i is the most stable.


## i
{
  "formula": "H22NeO11",
  "method": "ωB97M-V with the def2-TZVPD basis set",
  "multiplicity": 1,
  "gap_ev": 10.42,
  "lumo_energy_ev": -0.02,
  "symbols": ["Ne", "O", "H", "H", "O", "H", "H", "O", "H", "H", "O", "H", "H", "O", "H", "H", "O", "H", "H", "O", "H", "H", "O", "H", "H", "O", "H", "H", "O", "H", "H", "O", "H", "H"],
  "positions_angstrom": [[0.097, -0.118, -0.178], [-0.916, 2.046, -3.157], [-0.340, 1.282, -3.121], [-1.068, 2.275, -2.240], [1.517, 1.938, 0.710], [1.951, 1.526, -0.036], [1.525, 1.266, 1.393], [-3.617, 0.978, 0.932], [-3.750, 1.306, 1.821], [-3.071, 1.641, 0.510], [-0.142, -2.762, -1.029], [0.318, -2.777, -0.190], [-0.979, -2.340, -0.837], [1.147, -0.635, -2.820], [0.969, -1.048, -3.666], [0.768, -1.234, -2.177], [2.336, -2.096, 0.782], [2.304, -1.276, 1.275], [3.270, -2.279, 0.681], [-1.100, -0.713, 2.429], [-1.593, -0.859, 1.621], [-1.554, 0.013, 2.858], [1.574, -0.155, 2.967], [1.739, -0.670, 3.757], [0.632, -0.235, 2.821], [-1.229, 2.367, -0.384], [-0.336, 2.259, -0.057], [-1.531, 3.186, 0.008], [3.161, 0.697, -1.388], [2.434, 0.196, -1.756], [3.908, 0.099, -1.425], [-2.455, -1.422, 0.071], [-3.198, -1.937, -0.244], [-2.770, -0.519, 0.068]],
  "mulliken_charge": [0.0814, -0.6820, 0.3348, 0.3981, -0.7140, 0.3357, 0.3610, -0.6769, 0.2912, 0.3266, -0.6937, 0.2864, 0.3918, -0.6872, 0.2736, 0.3665, -0.5766, 0.3434, 0.2693, -0.6613, 0.3452, 0.3028, -0.6811, 0.2959, 0.4017, -0.6217, 0.3558, 0.2893, -0.6389, 0.4017, 0.3020, -0.7055, 0.2674, 0.3171]
}


## ii
{
  "formula": "H22NeO11",
  "method": "ωB97M-V with the def2-TZVPD basis set",
  "multiplicity": 1,
  "gap_ev": 9.84,
  "lumo_energy_ev": -0.39,
  "symbols": ["Ne", "O", "H", "H", "O", "H", "H", "O", "H", "H", "O", "H", "H", "O", "H", "H", "O", "H", "H", "O", "H", "H", "O", "H", "H", "O", "H", "H", "O", "H", "H", "O", "H", "H"],
  "positions_angstrom": [[7.483, 7.662, 19.513], [4.985, 5.555, 17.456], [5.059, 6.279, 18.078], [4.503, 4.879, 17.932], [4.525, 7.316, 19.509], [4.217, 8.018, 18.935], [4.981, 7.769, 20.218], [9.509, 7.165, 17.184], [8.709, 6.784, 16.822], [10.164, 7.046, 16.496], [7.363, 5.442, 16.029], [7.306, 4.764, 15.356], [6.538, 5.371, 16.510], [6.250, 8.593, 21.627], [6.175, 8.945, 22.514], [6.653, 9.300, 21.122], [9.994, 6.463, 21.748], [9.921, 7.413, 21.839], [9.761, 6.122, 22.612], [6.967, 6.251, 22.428], [7.727, 5.940, 21.935], [6.823, 7.142, 22.110], [9.904, 9.295, 21.692], [10.651, 9.629, 22.189], [9.346, 10.060, 21.554], [9.227, 5.048, 19.258], [9.172, 5.785, 18.649], [9.631, 5.417, 20.044], [10.020, 9.424, 18.625], [9.688, 9.022, 19.428], [9.882, 8.760, 17.950], [6.816, 3.681, 20.028], [7.422, 4.203, 19.503], [5.958, 3.844, 19.637]],
  "mulliken_charge": [0.0531, -0.7201, 0.4034, 0.2751, -0.6905, 0.3101, 0.3283, -0.7016, 0.3195, 0.2757, -0.6283, 0.3026, 0.4057, -0.7132, 0.2912, 0.2935, -0.6434, 0.3486, 0.3357, -0.6668, 0.3241, 0.4443, -0.6320, 0.2534, 0.2962, -0.6720, 0.3499, 0.3502, -0.6578, 0.2652, 0.4534, -0.5830, 0.3507, 0.2789]
}


Which is the most stable structure? i is the most stable.